1) ORCA calculation (ωB97M-V with the def2-TZVPD basis set) on a molecular structure, C4H6F2.

Summary:
Gap between HOMO and LUMO: 12.51 eV
Highest occupied orbital energy: -11.461 eV
Lowest unoccupied orbital energy: 1.05 eV

Structure (ORCA input):
```
! RIJCOSX wB97M-V def2-TZVPD def2/J DEFGRID3
* xyz 0 1
C 0.944 -0.078 -0.042
C -0.100 -0.727 0.876
C -1.073 -0.005 -0.233
C 0.114 0.938 -0.514
H -0.190 -1.811 0.936
H -0.104 -0.391 1.975
H -1.412 -0.615 -1.132
H -2.041 0.358 0.087
H 0.450 1.211 -1.681
H 0.036 1.767 0.254
F 2.116 0.397 0.417
F 1.260 -1.047 -0.943
*
```

=====

2) ORCA calculation (ωB97M-V with the def2-TZVPD basis set) on C4H6F2 in the gas phase.

Summary:
Gap between HOMO and LUMO: 11.25 eV
SMILES: C=CCC(F)F
Highest occupied orbital energy: -10.121 eV
Lowest unoccupied orbital energy: 1.13 eV

Structure (ORCA input):
```
! RIJCOSX wB97M-V def2-TZVPD def2/J DEFGRID3
* xyz 0 1
C 1.477 -1.267 -0.656
C 0.592 -0.798 0.216
C 0.103 0.630 0.351
C -1.406 0.820 0.131
F -1.692 2.150 0.353
F -1.722 0.452 -1.133
H 1.872 -0.600 -1.425
H 1.779 -2.309 -0.571
H 0.169 -1.495 0.982
H 0.270 0.939 1.384
H 0.600 1.222 -0.453
H -2.043 0.255 0.823
*
```

=====

Pick 2): it beats the second-best structure by 1.021 eV.

=====

1) ORCA calculation (ωB97M-V with the def2-TZVPD basis set) on a gas-phase ion, C4H9BrN (charge +1).

Summary:
Gap between HOMO and LUMO (alpha / beta): 8.02 / 8.83 eV
Highest occupied orbital energy (alpha / beta): -12.465 / -13.184 eV
Lowest unoccupied orbital energy (alpha / beta): -4.45 / -4.35 eV

Structure (ORCA input):
```
! RIJCOSX wB97M-V def2-TZVPD def2/J DEFGRID3
* xyz 1 1
C -1.045 -0.087 -1.288
C -1.679 -0.687 -0.056
C 0.539 0.623 0.412
C 1.561 0.196 1.416
N 0.442 -0.043 -0.907
Br -3.450 -0.476 0.507
H -1.176 -0.751 -2.224
H -1.446 0.912 -1.416
H -0.892 -1.352 0.374
H 0.022 1.629 0.527
H 1.164 -0.049 2.366
H 2.144 1.135 1.723
H 2.145 -0.704 1.012
H 0.760 -1.012 -0.952
H 0.912 0.666 -1.493
*
```

=====

2) ORCA calculation (ωB97M-V with the def2-TZVPD basis set) on 2 unconnected molecules or ions with the total composition C4H9BrN.

Summary:
Gap between HOMO and LUMO: 11.17 eV
Highest occupied orbital energy: -14.431 eV
Lowest unoccupied orbital energy: -3.26 eV

Structure (ORCA input):
```
! RIJCOSX wB97M-V def2-TZVPD def2/J DEFGRID3
* xyz 1 1
C -0.817 1.442 0.653
C 0.114 1.498 -0.520
C -1.022 -2.081 -0.012
C -0.263 -0.990 -0.002
N -0.721 0.272 -0.376
Br 3.576 -0.026 -0.283
H -0.669 1.195 1.680
H -1.795 1.841 0.478
H -0.236 2.224 -1.218
H 1.238 1.341 -0.245
H -0.796 -2.899 0.599
H 4.141 -1.176 0.126
H -2.055 -1.956 -0.190
H 0.755 -1.033 0.387
H -1.452 0.349 -1.078
*
```

=====

Pick 2): it beats the second-best structure by 1.765 eV.

=====

1) ORCA calculation (ωB97M-V with the def2-TZVPD basis set) on a gas-phase ion, C2H3NO3P (charge -1).

Summary:
Gap between HOMO and LUMO: 8.87 eV
SMILES: O=C/N=C(\[O-])OP
Highest occupied orbital energy: -4.668 eV
Lowest unoccupied orbital energy: 4.20 eV

Structure (ORCA input):
```
! RIJCOSX wB97M-V def2-TZVPD def2/J DEFGRID3
* xyz -1 1
O -3.171 -0.834 -0.975
C -2.387 -0.647 -0.046
N -1.373 0.227 0.083
C -1.393 1.518 0.119
O -2.249 2.257 0.546
O -0.144 2.170 -0.259
P 1.239 1.337 -0.528
H -2.293 -1.487 0.736
H 1.595 0.929 0.698
H 0.686 0.097 -1.079
*
```

=====

2) ORCA calculation (ωB97M-V with the def2-TZVPD basis set) on a gas-phase ion, C2H3NO3P (charge -1).

Summary:
Gap between HOMO and LUMO: 8.78 eV
SMILES: O=C([O-])O/C=N/P
Highest occupied orbital energy: -4.508 eV
Lowest unoccupied orbital energy: 4.28 eV

Structure (ORCA input):
```
! RIJCOSX wB97M-V def2-TZVPD def2/J DEFGRID3
* xyz -1 1
O -3.332 -0.116 -1.103
C -2.965 -0.059 0.022
O -2.983 -0.578 1.108
O -2.212 1.489 0.255
C -0.996 1.237 0.116
N -0.627 0.023 -0.178
P 1.125 -0.107 -0.027
H -0.168 1.956 0.441
H 1.123 -0.554 1.258
H 1.454 -1.331 -0.482
*
```

=====

Pick 1): it beats the second-best structure by 0.321 eV.

=====

1) ORCA calculation (ωB97M-V with the def2-TZVPD basis set) on 2 unconnected molecules or ions with the total composition C2H2F4O.

Summary:
Gap between HOMO and LUMO (alpha / beta): 8.85 / 8.73 eV
Highest occupied orbital energy (alpha / beta): -8.278 / -8.507 eV
Lowest unoccupied orbital energy (alpha / beta): 0.57 / 0.22 eV

Structure (ORCA input):
```
! RIJCOSX wB97M-V def2-TZVPD def2/J DEFGRID3
* xyz 0 1
C -0.964 0.832 -0.879
C 0.725 -0.941 0.737
O -0.381 -1.538 1.155
F -0.592 0.793 -2.204
F -0.725 2.001 -0.369
F 1.376 -0.165 1.541
F 1.668 -1.608 0.010
H -1.853 0.168 -0.707
H -0.283 -2.482 0.973
*
```

=====

2) ORCA calculation (ωB97M-V with the def2-TZVPD basis set) on C2H2F4O in the gas phase.

Summary:
Gap between HOMO and LUMO: 13.35 eV
SMILES: FC(F)OC(F)F
Highest occupied orbital energy: -12.370 eV
Lowest unoccupied orbital energy: 0.98 eV

Structure (ORCA input):
```
! RIJCOSX wB97M-V def2-TZVPD def2/J DEFGRID3
* xyz 0 1
F 1.647 1.872 0.848
C 1.001 0.842 0.410
F 1.637 0.264 -0.596
O -0.255 1.315 -0.043
C -1.436 0.601 -0.380
F -1.354 -0.014 -1.520
F -1.584 -0.351 0.587
H 0.842 0.094 1.269
H -2.257 1.151 -0.364
*
```

=====

Pick 2): it beats the second-best structure by 3.792 eV.